This record from the Open Molecules 2025 dataset describes a molecular structure, C19H43P3S2Sc at a distorted geometry. The level of theory is wB97M-V/def2-TZVPD.

Each line ends with the natural charge from an NBO analysis.
Positions of all 68 atoms, in Å:
Sc: -0.3909 0.0777 0.2814  1.34
P: 1.8818 0.8315 1.5371  0.72
P: -2.2088 1.9807 0.7232  0.69
P: 0.6713 1.6391 -1.6437  0.77
H: 0.8290 -5.1090 1.8710  0.23
C: 1.2688 -4.5815 1.0144  -0.40
C: 2.4462 -3.9569 1.1020  -0.36
H: 3.0299 -3.9423 2.0323  0.23
C: 2.2548 -0.1781 3.0174  -0.92
C: 1.7698 2.5261 2.2450  -0.91
C: 3.5230 0.8604 0.7257  -0.91
C: -3.8514 1.5209 0.0357  -0.90
C: -2.7187 2.3323 2.4476  -0.91
C: -2.0484 3.6961 0.1064  -0.91
C: 2.0609 0.8055 -2.4999  -0.92
C: 1.3355 3.3268 -1.3790  -0.92
C: -0.4530 1.9145 -3.0665  -0.92
H: 0.7025 -4.6230 0.0736  0.18
H: 2.8875 -3.4444 0.2369  0.19
H: 1.9652 -1.2222 2.8365  0.25
H: 1.7070 0.1880 3.8949  0.26
H: 3.3339 -0.1401 3.2177  0.27
H: 0.8734 2.6000 2.8767  0.24
H: 1.6857 3.2726 1.4446  0.25
H: 2.6588 2.7438 2.8532  0.28
H: 3.6571 -0.0704 0.1587  0.25
H: 4.3043 0.9214 1.4948  0.27
H: 3.6237 1.7064 0.0348  0.25
H: -4.5765 2.3227 0.2374  0.28
H: -4.1914 0.5891 0.5066  0.26
H: -3.7688 1.3580 -1.0461  0.25
H: -3.5049 3.0997 2.4397  0.28
H: -1.8615 2.7055 3.0220  0.25
H: -3.0968 1.4265 2.9376  0.25
H: -2.9599 4.2533 0.3637  0.28
H: -1.9062 3.7101 -0.9809  0.25
H: -1.1870 4.1797 0.5845  0.25
H: 1.9943 1.0272 -3.5728  0.27
H: 1.9820 -0.2816 -2.3592  0.24
H: 3.0292 1.1470 -2.1153  0.27
H: 1.5576 3.7840 -2.3533  0.28
H: 2.2537 3.3043 -0.7784  0.25
H: 0.5936 3.9476 -0.8591  0.25
H: 0.1327 1.8652 -3.9945  0.27
H: -0.9493 2.8900 -2.9900  0.26
H: -1.2118 1.1226 -3.0886  0.23
C: -0.6472 -2.4401 -2.4547  -0.23
C: -1.6852 -2.0111 -3.3051  -0.19
C: -1.7788 -2.5211 -4.6032  -0.16
C: -0.8637 -3.4799 -5.0539  -0.07
C: 0.1803 -3.8944 -4.2180  -0.21
C: 0.3004 -3.3682 -2.9321  -0.10
S: -0.4980 -1.9311 -0.7893  0.21
H: -1.2630 -0.0306 -1.1137  -0.15
H: -2.4112 -1.2906 -2.9315  0.23
H: -2.5752 -2.1789 -5.2653  0.27
H: -0.9590 -3.8989 -6.0580  0.27
H: 0.9010 -4.6360 -4.5618  0.27
H: 1.1043 -3.6729 -2.2633  0.23
C: -0.8911 -2.6678 2.9275  -0.73
S: -1.3610 -0.9843 2.5439  0.19
C: -1.0896 -0.1500 4.1171  -0.72
H: -0.3360 -3.1157 2.0972  0.25
H: -1.8219 -3.2240 3.0920  0.27
H: -0.2800 -2.6821 3.8361  0.26
H: -2.0715 -0.0312 4.5941  0.27
H: -0.4389 -0.7582 4.7528  0.26
H: -0.6427 0.8405 3.9637  0.23

Computed properties:
**Charge**: +3
**Relative energy (zero: lowest compared OMol25 entry of this formula, charge and spin)**: 252.8 kJ/mol
**E_HOMO**: -17.83 eV
**Electronic energy**: -90609.773 eV
**Orbital gap**: 4.67 eV


This record from the Open Molecules 2025 dataset describes a molecular structure, C9H22ClI2LuN3OP at a distorted geometry. The level of theory is wB97M-V/def2-TZVPD.

Each line ends with the natural charge from an NBO analysis.
Positions of all 40 atoms, in Å:
I: -1.0127 0.7581 -2.6494  0.34
I: -0.4548 -2.9805 -0.0687  0.30
Lu: -1.0130 0.0329 0.3740  1.48
P: -3.4554 -1.1416 -0.8192  0.77
C: -3.7521 -2.1850 -2.2851  -0.95
C: -4.2970 -2.1460 0.4593  -0.93
H: -4.6278 0.8955 -0.2864  0.26
H: -5.6951 -0.2839 -1.1335  0.26
H: -4.4768 0.6795 -2.0527  0.25
C: -4.6953 0.1714 -1.1073  -0.93
H: -4.2120 -1.6237 1.4194  0.26
H: -5.3526 -2.2615 0.1787  0.26
H: -4.8279 -2.4212 -2.3431  0.27
H: -3.1751 -3.1179 -2.2111  0.24
H: -3.8075 -3.1221 0.5375  0.24
H: -3.4436 -1.6534 -3.1966  0.24
C: -0.6940 -1.6139 -2.1300  0.34
O: -0.4534 -2.2514 -3.0874  -0.47
Cl: -2.5093 0.9830 2.0412  -0.49
C: 1.9495 2.6031 2.6369  -0.43
N: 2.8363 1.8808 1.7333  -0.38
C: 4.2338 2.2537 1.8017  -0.41
C: 2.2767 0.9896 0.8692  0.70
N: 0.9224 0.8507 0.8931  -1.09
N: 2.9735 0.2346 -0.0187  -0.39
C: 4.4197 0.1129 -0.0940  -0.42
C: 2.2335 -0.5459 -0.9960  -0.41
H: 2.5699 3.2314 3.2782  0.25
H: 1.3763 1.9157 3.2624  0.22
H: 1.2561 3.2416 2.0826  0.21
H: 4.8264 1.5168 2.3363  0.21
H: 4.6621 2.4309 0.8157  0.22
H: 4.2816 3.1823 2.3632  0.24
H: 0.5634 1.5198 1.5836  0.40
H: 4.6372 -0.9196 -0.4251  0.23
H: 4.8395 0.7816 -0.8651  0.22
H: 4.9208 0.2796 0.8658  0.24
H: 1.6744 -1.3576 -0.5108  0.19
H: 1.5392 0.0756 -1.5712  0.20
H: 2.9631 -0.9963 -1.6811  0.25

Computed properties:
**Charge**: +2
**Relative energy (zero: lowest compared OMol25 entry of this formula, charge and spin)**: 28.3 kJ/mol
**E_HOMO**: -15.32 eV
**Electronic energy**: -87827.371 eV
**Orbital gap**: 4.67 eV


This record from the Open Molecules 2025 dataset describes 3 unconnected molecules or ions with the total composition C4H10N2O2 at a distorted geometry. The level of theory is wB97M-V/def2-TZVPD.

Each line ends with the natural charge from an NBO analysis.
Positions of all 18 atoms, in Å:
C: 1.5556 -0.8739 -0.5593  -0.67
C: 0.3807 0.0316 -0.4194  0.03
N: 0.1646 0.9484 0.4289  -0.24
N: -1.0735 1.5753 0.2899  -0.65
H: 2.2805 -0.6597 0.3161  0.22
H: 1.2781 -2.0194 -0.5262  0.23
H: 2.2225 -0.6935 -1.4612  0.24
H: -0.2549 -0.1758 -1.2516  0.14
H: -1.5591 1.6038 -0.5655  0.35
H: -0.9487 2.5012 0.7062  0.37
O: 0.8510 3.4422 -0.9336  -0.52
C: 1.7116 2.8125 -1.3419  1.03
O: 2.5275 2.2517 -1.9102  -0.51
C: -1.8242 -2.1173 1.4002  -0.83
H: -2.8285 -2.6315 1.3085  0.20
H: -1.2016 -2.3572 0.6502  0.20
H: -1.8560 -1.1367 1.6327  0.22
H: -1.4256 -2.5019 2.2362  0.21

Computed properties:
**Relative energy (zero: lowest compared OMol25 entry of this formula, charge and spin)**: 295.3 kJ/mol
**E_HOMO**: -8.95 eV
**SMILES**: C/C=N/N.O=C=O.C
**Electronic energy**: -11383.843 eV
**Orbital gap**: 9.60 eV


This record from the Open Molecules 2025 dataset describes 3 unconnected molecules or ions with the total composition C3H13NO3 at a distorted geometry. The level of theory is wB97M-V/def2-TZVPD.

Each line ends with the natural charge from an NBO analysis.
Positions of all 20 atoms, in Å:
C: -1.3397 -1.7149 -0.3845  -0.40
N: -0.5410 -0.4885 -0.1824  -0.68
C: -0.6162 0.6044 -1.1381  -0.27
C: -1.2106 1.8108 -0.3472  -0.08
O: -0.3905 2.9874 -0.4968  -0.71
H: -1.3051 -2.3016 0.5446  0.20
H: -0.8958 -2.3606 -1.1740  0.17
H: -2.3675 -1.4364 -0.5839  0.19
H: 0.3540 -0.6768 0.2355  0.38
H: 0.3201 0.8419 -1.6963  0.20
H: -1.2530 0.4656 -1.9969  0.20
H: -2.1041 2.1551 -0.8777  0.17
H: -1.4116 1.5505 0.7216  0.18
H: 0.2933 2.7989 0.1560  0.45
O: 1.3259 -0.7282 2.1065  -0.95
H: 0.7580 -0.1991 2.6825  0.48
H: 2.2027 -0.3826 2.3056  0.48
O: 3.0362 -0.8569 -0.0052  -0.97
H: 2.2840 -0.2580 0.0587  0.48
H: 2.8608 -1.8112 0.0719  0.49

Computed properties:
**Relative energy (zero: lowest compared OMol25 entry of this formula, charge and spin)**: 175.5 kJ/mol
**E_HOMO**: -8.34 eV
**SMILES**: CNCCO.O.O
**Electronic energy**: -10952.952 eV
**Orbital gap**: 8.74 eV